Entry 1:
64
Properties=species:S:1:pos:R:3 method="wB97M-V/def2-TZVPD" fmax_ha_per_bohr=0.0527 multiplicity=1 energy_ha=-3624.35254 homo_ev=-15.59 total_charge=+3
Rh 0.3721 -0.1444 0.4256
C 1.0824 3.5197 2.7967
C 0.4867 4.5088 2.0260
C -0.2704 4.1431 0.9230
C -0.3738 2.7956 0.5765
N 0.2220 1.8521 1.3316
C 0.9084 2.1986 2.4145
C -1.1044 2.3239 -0.6134
C -2.0095 3.1141 -1.3231
C -2.6672 2.5764 -2.4169
C -2.3769 1.2791 -2.8150
C -1.4442 0.5641 -2.0832
N -0.8476 1.0664 -1.0121
H 1.6617 3.7684 3.6716
H 0.6021 5.5484 2.2895
H -0.7557 4.9033 0.3312
H 1.3278 1.3863 2.9993
H -2.2162 4.1285 -1.0184
H -3.4037 3.1575 -2.9489
H -2.8446 0.8310 -3.6750
H -1.1575 -0.4425 -2.3633
C -3.9211 -3.8189 0.8811
N -3.3506 -2.5514 1.2791
C -4.2719 -1.6022 1.8630
C -2.0386 -2.2569 1.1324
N -1.5743 -1.0441 1.1071
N -1.1974 -3.3429 1.0034
C 0.1754 -3.3664 0.9419
N 0.7198 -4.5884 1.0587
N 0.8802 -2.2935 0.7634
H -4.9483 -3.6513 0.5577
H -3.9540 -4.5323 1.7082
H -3.3771 -4.2487 0.0415
H -5.0297 -2.1628 2.4086
H -4.7806 -1.0010 1.1030
H -3.7758 -0.9452 2.5777
H -2.2935 -0.3303 1.2089
H -1.6290 -4.2473 1.1420
H 0.1790 -5.4074 1.2847
H 1.7198 -4.7113 1.0682
H 1.8791 -2.4926 0.7455
C 3.3318 -1.1474 -2.0289
As 2.6378 0.1782 -0.7674
C 2.9255 1.8168 -1.7821
C 4.0624 0.3431 0.6923
C 5.4087 0.1253 0.1553
C 6.2301 1.2216 -0.1722
C 7.5455 1.0214 -0.5286
C 8.0294 -0.2788 -0.6906
C 7.2183 -1.3801 -0.3933
C 5.9235 -1.1806 0.0256
H 4.3128 -0.8662 -2.4130
H 2.6291 -1.1956 -2.8630
H 3.3933 -2.1417 -1.5917
H 3.9445 1.8495 -2.1700
H 2.7554 2.6919 -1.1535
H 2.2319 1.8623 -2.6254
H 3.8075 -0.3824 1.4673
H 3.9248 1.3567 1.0757
H 5.8421 2.2261 -0.0790
H 8.2056 1.8585 -0.7017
H 9.0251 -0.4321 -1.0800
H 7.6075 -2.3804 -0.5061
H 5.3010 -2.0242 0.2962

---

Entry 2:
78
Properties=species:S:1:pos:R:3 method="wB97M-V/def2-TZVPD" relative_energy_kcal_mol=13.4 fmax_ha_per_bohr=0.1142 multiplicity=1 energy_ha=-7623.64944 homo_ev=-10.31
O 7.4391 1.8601 -0.0975
C 6.3325 1.3827 0.0484
O 5.2684 1.5319 -0.7750
C 4.0954 0.7106 -0.3374
C 4.5286 0.4244 1.0703
O 5.9381 0.5095 0.9936
H 3.1290 1.2129 -0.3824
H 3.9879 -0.1569 -0.9885
H 4.1466 -0.5440 1.3933
H 4.2527 1.1528 1.8329
O 3.2751 -2.7565 0.6763
C 2.3745 -3.5370 0.9298
O 1.3099 -3.8443 0.1820
C 0.4488 -4.6771 0.9079
C 1.1727 -5.1742 2.0372
O 2.2781 -4.2809 1.9842
H -0.4712 -4.1079 1.0407
H 0.1546 -5.5518 0.3279
H 1.5565 -6.1889 1.9305
H 0.5551 -5.1176 2.9335
O -0.8325 4.7035 -1.3315
C -0.2765 4.8238 -0.2194
O 0.0841 6.0163 0.3538
C 0.8482 5.7497 1.4701
C 0.6630 4.2718 1.7567
O -0.0205 3.7875 0.6876
H 1.9120 5.9062 1.2919
H 0.4048 6.4089 2.2164
H -0.0349 4.1538 2.5856
H 1.6230 3.8270 2.0188
O -6.7552 4.4745 -0.1158
C -5.7496 3.9448 -0.5296
O -5.5779 2.5998 -0.7251
C -4.4657 2.3525 -1.5974
C -3.6498 3.5439 -1.2426
O -4.5612 4.4932 -0.8756
H -3.9210 1.4381 -1.3625
H -4.7050 2.2279 -2.6534
H -3.1201 3.9151 -2.1199
H -3.0392 3.4727 -0.3425
O -6.1520 -4.9298 -1.3660
C -5.0244 -4.5198 -1.6077
O -4.1674 -4.1551 -0.6433
C -2.8313 -3.9377 -1.1782
C -3.1725 -3.9091 -2.6646
O -4.4519 -4.3962 -2.8116
H -2.6075 -2.9594 -0.7528
H -2.1068 -4.7373 -1.0242
H -2.3922 -4.3989 -3.2471
H -3.2296 -2.8737 -3.0006
O 1.4475 0.6815 2.4949
C 1.6232 -0.1960 3.3102
O 0.7923 -1.1993 3.5740
C 1.1866 -1.9826 4.6681
C 2.5652 -1.4440 5.0935
O 2.6717 -0.3240 4.1753
H 0.4127 -1.7919 5.4117
H 1.2047 -3.0459 4.4291
H 3.3989 -2.1418 5.0150
H 2.4472 -1.0266 6.0935
O -2.4284 -0.6225 -2.5496
C -1.5345 -0.2850 -1.7360
O -1.2891 0.9034 -1.2526
C -0.1332 0.8330 -0.4484
C -0.0882 -0.6223 -0.0989
O -0.7356 -1.1969 -1.2744
H 0.8056 0.9736 -0.9842
H -0.1326 1.3082 0.5326
H -0.6788 -0.8371 0.7917
H 0.9032 -1.0506 0.0481
Br -1.5923 2.2671 -4.6730
C 0.1978 1.8252 -4.0764
C 0.6497 0.4416 -4.5009
Br 2.0166 -0.3977 -3.3885
H 0.2747 1.9895 -3.0016
H 0.7931 2.6533 -4.4610
H 0.9929 0.3234 -5.5287
H -0.2335 -0.1767 -4.3405